Record 1
Molecular formula: C21H58N5P
Method: DFT, wB97M-V/def2-TZVPD

Values from the calculation:
SMILES string	NCC[PH3]CN.CCN(CC)CC.CCN(CC)CC.CCN(CC)CC
maximum force	0.19	eV/Å
highest occupied orbital energy	-7.931	eV
HOMO-LUMO gap	8.79	eV
lowest unoccupied orbital energy	0.8641	eV

Geometry as XYZ:
```
85
C21H58N5P (wB97M-V/def2-TZVPD)
N 2.515 2.713 4.649
C 1.750 3.906 4.285
C 0.594 3.554 3.363
P 1.083 3.164 1.587
C 1.597 2.818 -0.193
N 3.032 2.655 -0.372
H 2.713 2.149 3.833
H 3.403 2.946 5.072
H 2.362 4.682 3.793
H 1.364 4.359 5.202
H -0.098 4.402 3.299
H 0.030 2.702 3.765
H 1.654 1.898 1.965
H 1.882 4.373 1.558
H -0.300 3.185 1.203
H 1.244 3.645 -0.821
H 1.086 1.908 -0.531
H 3.537 3.466 -0.028
H 3.374 1.855 0.151
C -4.280 0.593 -0.537
C -2.854 0.520 -0.015
N -2.750 -0.212 1.235
C -1.482 -0.024 1.918
C -0.218 -0.564 1.242
C -3.273 -1.571 1.218
C -2.726 -2.527 0.153
H -4.950 0.973 0.236
H -4.328 1.259 -1.399
H -4.649 -0.383 -0.857
H -2.491 1.533 0.186
H -2.204 0.118 -0.810
H -1.573 -0.464 2.915
H -1.363 1.055 2.066
H -0.151 -1.651 1.290
H 0.665 -0.158 1.740
H -0.169 -0.269 0.192
H -4.358 -1.513 1.103
H -3.097 -1.989 2.213
H -2.735 -2.068 -0.837
H -3.360 -3.415 0.105
H -1.709 -2.856 0.360
C 9.510 3.522 -2.542
C 8.120 2.988 -2.848
N 7.070 3.943 -2.537
C 5.738 3.358 -2.498
C 5.155 2.797 -3.798
C 7.181 5.240 -3.192
C 7.298 5.255 -4.719
H 9.561 3.889 -1.516
H 10.249 2.730 -2.666
H 9.791 4.338 -3.209
H 7.928 2.105 -2.232
H 8.093 2.641 -3.893
H 5.057 4.116 -2.103
H 5.763 2.554 -1.758
H 4.884 3.585 -4.501
H 4.253 2.229 -3.567
H 5.858 2.127 -4.297
H 8.052 5.754 -2.776
H 6.309 5.822 -2.884
H 8.070 4.565 -5.064
H 7.579 6.254 -5.058
H 6.367 4.982 -5.213
C -3.941 -6.521 1.624
C -5.371 -6.926 1.301
N -6.328 -5.864 1.559
C -7.711 -6.309 1.581
C -8.310 -6.846 0.277
C -6.069 -4.602 0.880
C -5.934 -4.630 -0.647
H -3.877 -6.123 2.638
H -3.282 -7.387 1.547
H -3.565 -5.762 0.936
H -5.660 -7.767 1.939
H -5.409 -7.303 0.267
H -8.317 -5.472 1.938
H -7.780 -7.091 2.343
H -8.469 -6.057 -0.456
H -9.276 -7.313 0.479
H -7.666 -7.603 -0.175
H -5.152 -4.180 1.300
H -6.873 -3.919 1.165
H -5.272 -5.434 -0.975
H -5.500 -3.689 -0.993
H -6.890 -4.759 -1.151
```

Record 2
Molecular formula: C21H59Cl3N18O18P2
Method: DFT, wB97M-V/def2-TZVPD

Values from the calculation:
SMILES string	CC[C@H](C[C@H](C)Cl)O[C@@H](CO[C@](Cl)(CP(=O)(O)O)P(=O)(O)O)CC(=O)Cl.NC(N)=O.NC(N)=O.NC(N)=O.NC(N)=O.NC(N)=O.NC(N)=O.NC(N)=O.NC(N)=O.NC(N)=O
maximum force	0.86	eV/Å
highest occupied orbital energy	-8.940	eV
HOMO-LUMO gap	9.03	eV
lowest unoccupied orbital energy	0.0888	eV

Geometry as XYZ:
```
121
C21H59Cl3N18O18P2 (wB97M-V/def2-TZVPD)
C 4.726 -1.556 4.682
C 3.431 -1.588 3.871
C 3.229 -0.441 2.887
C 4.332 -0.221 1.862
C 4.519 -1.290 0.794
C 3.274 -1.667 0.027
Cl 5.335 -2.764 1.428
O 3.059 0.761 3.657
C 2.042 1.636 3.220
C 0.965 1.741 4.318
O -0.369 1.936 3.864
C -1.009 0.851 3.218
Cl -2.715 0.901 3.788
C -0.448 -0.512 3.598
P -1.205 -1.979 2.813
O -2.372 -1.752 1.970
O -0.017 -2.680 2.002
O -1.489 -2.964 4.043
P -1.033 1.111 1.374
O -0.055 0.180 0.776
O -0.735 2.652 1.175
O -2.500 0.982 0.816
C 2.667 3.024 2.990
C 3.412 3.172 1.703
O 4.559 3.457 1.617
Cl 2.481 2.866 0.253
H 4.575 -1.114 5.664
H 5.519 -1.000 4.189
H 5.106 -2.566 4.832
H 3.305 -2.536 3.351
H 2.597 -1.510 4.577
H 2.323 -0.672 2.320
H 4.064 0.678 1.301
H 5.287 -0.009 2.340
H 5.228 -0.895 0.071
H 3.503 -2.410 -0.730
H 2.849 -0.782 -0.450
H 2.492 -2.075 0.669
H 1.623 1.293 2.269
H 1.187 2.623 4.920
H 1.047 0.900 5.005
H 0.620 -0.591 3.423
H -0.594 -0.602 4.678
H 0.644 -3.092 2.572
H -0.792 -2.975 4.708
H -0.107 2.976 1.832
H -2.464 0.346 0.085
H 1.915 3.811 3.079
H 3.399 3.189 3.780
N 7.524 -1.576 -3.487
C 7.091 -1.726 -2.197
N 8.044 -1.533 -1.242
O 5.937 -2.017 -1.924
H 8.471 -1.347 -3.722
H 6.851 -1.710 -4.216
H 7.763 -1.653 -0.286
H 8.999 -1.302 -1.451
N -6.779 4.217 2.539
C -5.624 3.554 2.243
N -5.815 2.313 1.697
O -4.513 4.018 2.443
H -7.684 3.806 2.379
H -6.697 5.136 2.928
H -4.997 1.779 1.464
H -6.728 1.939 1.516
N 11.736 -4.238 -2.825
C 11.347 -3.563 -1.697
N 11.476 -4.254 -0.530
O 10.926 -2.418 -1.740
H 12.068 -5.186 -2.817
H 11.636 -3.766 -3.705
H 11.197 -3.789 0.313
H 11.826 -5.192 -0.480
N -9.571 0.558 1.159
C -9.477 1.802 0.606
N -9.907 1.899 -0.681
O -9.040 2.763 1.228
H -9.926 -0.236 0.660
H -9.272 0.448 2.110
H -9.839 2.799 -1.120
H -10.276 1.117 -1.202
N -14.051 0.407 -2.966
C -12.986 0.780 -2.210
N -13.151 1.887 -1.430
O -11.926 0.156 -2.232
H -14.922 0.902 -2.968
H -13.955 -0.411 -3.554
H -12.376 2.170 -0.856
H -14.005 2.410 -1.391
N 6.853 6.386 2.529
C 7.955 5.656 2.166
N 7.677 4.413 1.674
O 9.089 6.087 2.277
H 5.915 6.043 2.438
H 7.011 7.306 2.893
H 8.453 3.845 1.394
H 6.743 4.055 1.583
N -14.724 -2.789 -6.951
C -14.470 -1.789 -6.060
N -14.122 -0.585 -6.607
O -14.547 -1.965 -4.852
H -14.668 -2.673 -7.944
H -14.979 -3.683 -6.576
H -13.923 0.173 -5.980
H -14.049 -0.427 -7.594
N 16.990 -4.465 -2.032
C 15.759 -4.645 -2.602
N 14.776 -3.795 -2.182
O 15.544 -5.517 -3.429
H 17.187 -3.756 -1.353
H 17.725 -5.080 -2.326
H 13.869 -3.918 -2.606
H 14.912 -3.077 -1.497
N -10.244 1.303 -4.763
C -9.357 0.866 -5.708
N -9.501 -0.449 -6.067
O -8.506 1.587 -6.195
H -10.944 0.721 -4.334
H -10.160 2.256 -4.467
H -8.864 -0.808 -6.753
H -10.188 -1.059 -5.666
```

> Which of these has the lowest highest occupied orbital energy?

C21H59Cl3N18O18P2